[1]
Below is the molecule C24H41N3O6, with properties calculated with wB97M-V/def2-TZVPD.

Element x y z (Å)
C  -7.805  -2.474  0.362
H  -8.021  -2.869  1.352
H  -8.720  -2.048  -0.043
C  -6.714  -1.412  0.448
H  -5.799  -1.865  0.835
H  -7.031  -0.644  1.157
C  -6.417  -0.758  -0.907
C  -5.669  -1.700  -1.844
H  -6.260  -2.590  -2.046
H  -5.458  -1.207  -2.789
H  -4.723  -2.001  -1.402
H  -7.363  -0.463  -1.373
C  -5.589  0.536  -0.719
N  -4.336  0.303  -0.044
C  -3.145  0.515  -0.663
O  -3.059  0.715  -1.855
C  -1.954  0.482  0.282
C  -0.685  0.066  -0.458
C  0.531  0.131  0.460
C  0.702  1.534  1.043
C  -0.567  1.942  1.790
C  -1.780  1.890  0.867
H  -1.642  2.595  0.045
H  -2.678  2.183  1.414
H  -0.453  2.953  2.186
H  -0.722  1.266  2.635
H  0.870  2.237  0.221
C  1.918  1.615  1.979
N  3.153  1.297  1.301
C  3.862  2.221  0.630
O  3.638  3.412  0.670
C  5.020  1.608  -0.189
N  4.508  0.664  -1.170
C  4.356  -0.665  -1.016
O  4.062  -1.411  -1.921
O  4.543  -1.029  0.281
C  4.488  -2.426  0.664
C  4.790  -2.408  2.164
H  4.787  -3.422  2.553
H  4.042  -1.825  2.695
H  5.765  -1.963  2.344
C  3.094  -2.996  0.406
H  3.056  -4.029  0.740
H  2.343  -2.424  0.947
H  2.867  -2.960  -0.656
C  5.554  -3.223  -0.087
H  5.336  -3.225  -1.151
H  5.568  -4.247  0.275
H  6.534  -2.778  0.073
C  4.416  1.255  -2.498
C  4.801  2.717  -2.284
H  5.301  3.139  -3.152
C  5.699  2.673  -1.047
H  5.729  3.628  -0.528
H  6.710  2.364  -1.310
H  3.917  3.313  -2.061
H  3.405  1.131  -2.895
H  5.108  0.740  -3.171
H  5.704  1.102  0.500
H  3.400  0.326  1.175
H  1.795  0.929  2.821
H  2.011  2.636  2.358
H  1.419  -0.152  -0.109
H  0.406  -0.586  1.278
H  -0.546  0.734  -1.310
H  -0.803  -0.946  -0.850
H  -2.155  -0.224  1.096
H  -4.378  0.315  0.964
C  -6.382  1.571  0.055
O  -6.079  1.983  1.145
O  -7.470  1.974  -0.599
H  -7.958  2.634  -0.079
H  -5.349  0.944  -1.709
H  -7.499  -3.301  -0.272

Computed properties:
Gap between HOMO and LUMO: 9.65 eV
HOMO level: -9.0308 eV

[2]
Below is a structure of composition C37H35AuN4O2Te, with properties calculated with wB97M-V/def2-TZVPD.

Element x y z (Å)
Au  -1.134  -1.643  -1.046
N  -0.583  -1.141  2.791
C  -0.632  -0.843  1.624
H  0.229  -1.008  3.390
N  -6.693  -6.549  -0.400
C  -5.839  -5.780  -0.504
C  -4.781  -4.829  -0.632
C  -4.465  -4.279  -1.878
C  -3.438  -3.360  -1.995
C  -2.666  -2.942  -0.895
C  -3.017  -3.513  0.348
C  -4.043  -4.432  0.487
H  -5.039  -4.577  -2.748
H  -3.227  -2.939  -2.970
H  -2.466  -3.223  1.236
H  -4.285  -4.851  1.457
C  4.798  1.213  6.418
C  4.119  0.900  5.108
C  2.986  1.582  4.699
C  2.368  1.306  3.474
C  1.160  2.133  3.098
C  2.863  0.322  2.606
Te  1.862  -0.239  0.443
N  0.617  -0.516  -1.342
C  1.294  -0.675  -2.475
O  2.491  -0.378  -2.676
C  0.559  -1.262  -3.667
C  1.005  -2.477  -4.176
C  0.400  -3.066  -5.276
C  -0.654  -2.417  -5.905
C  -1.082  -1.188  -5.421
C  -0.496  -0.598  -4.305
C  2.130  1.833  0.065
C  3.428  2.330  0.160
C  3.718  3.662  -0.098
C  2.697  4.522  -0.472
C  1.402  4.037  -0.563
C  1.092  2.703  -0.293
C  -0.338  2.260  -0.330
C  4.007  -0.380  3.049
C  4.594  -1.490  2.207
C  4.618  -0.088  4.265
H  4.209  1.921  7.004
H  5.786  1.655  6.260
H  4.938  0.313  7.022
H  2.569  2.352  5.346
H  0.621  2.470  3.988
H  0.478  1.560  2.471
H  1.456  3.018  2.527
H  1.842  -2.961  -3.687
H  0.749  -4.025  -5.641
H  -1.140  -2.862  -6.766
H  -1.901  -0.673  -5.912
H  -1.601  0.567  -2.900
H  4.224  1.655  0.450
H  4.739  4.019  -0.016
H  2.905  5.564  -0.691
H  0.595  4.710  -0.838
H  -1.000  3.103  -0.535
H  -0.624  1.811  0.624
H  -0.485  1.477  -1.074
H  4.709  -1.177  1.169
H  3.934  -2.362  2.192
H  5.565  -1.811  2.594
H  5.506  -0.643  4.566
C  -1.002  0.723  -3.799
H  -0.177  1.390  -3.541
H  -1.634  1.205  -4.548
O  -4.028  -0.047  -2.297
N  -3.887  0.744  -1.308
C  -3.994  2.088  -1.471
C  -3.873  2.950  -0.403
C  -3.613  2.459  0.866
C  -3.470  1.088  1.012
C  -3.611  0.249  -0.070
H  -4.182  2.387  -2.490
H  -3.966  4.012  -0.587
H  -3.488  3.125  1.709
H  -3.223  0.645  1.967
H  -3.484  -0.823  -0.050

Computed properties:
Total charge: -2
Gap between HOMO and LUMO: 5.54 eV
HOMO level: -1.3073 eV

[3]
Below is a structure of composition C11H34AgF3O11V at a distorted geometry, with properties calculated with wB97M-V/def2-TZVPD.

Element x y z (Å)
O  -23.385  -14.592  9.667
V  -22.897  -13.465  10.663
O  -23.007  -14.087  12.123
Ag  -21.849  -10.056  11.086
C  -25.081  -11.564  10.760
O  -25.225  -12.978  10.773
O  -23.768  -11.379  10.888
C  -25.808  -11.031  9.512
F  -25.273  -9.898  9.066
F  -25.869  -11.900  8.510
F  -27.100  -10.788  9.844
C  -26.402  -13.574  11.276
C  -26.305  -15.085  11.217
H  -25.710  -15.459  12.053
H  -27.252  -15.607  11.121
H  -25.713  -15.387  10.349
H  -27.286  -13.307  10.675
H  -26.648  -13.220  12.286
H  -25.663  -11.200  11.625
C  -27.010  -14.052  5.691
O  -28.090  -13.492  4.967
H  -26.757  -13.410  6.535
H  -27.233  -15.050  6.075
H  -26.155  -14.085  5.010
H  -28.688  -14.162  4.632
C  -23.378  -7.368  10.144
O  -23.188  -8.152  11.330
H  -22.671  -7.670  9.371
H  -24.376  -7.479  9.725
H  -23.135  -6.325  10.347
H  -23.900  -7.964  11.948
C  -26.680  -18.922  11.287
O  -27.641  -19.454  10.398
H  -27.123  -18.778  12.274
H  -25.817  -19.574  11.455
H  -26.313  -17.936  10.977
H  -27.333  -19.317  9.499
C  -30.107  -12.581  11.384
O  -30.771  -12.906  12.546
H  -29.295  -11.888  11.643
H  -29.749  -13.471  10.856
H  -30.854  -12.208  10.644
H  -30.764  -13.903  12.721
C  -30.510  -16.404  11.888
O  -30.446  -15.670  13.110
H  -30.723  -17.462  12.040
H  -31.377  -16.037  11.334
H  -29.609  -16.310  11.279
H  -30.112  -16.162  13.865
C  -28.966  -7.740  10.199
O  -29.461  -6.711  11.013
H  -28.268  -7.404  9.430
H  -28.490  -8.533  10.785
H  -29.792  -8.252  9.684
H  -29.311  -5.846  10.630
C  -22.629  -11.110  14.242
O  -22.165  -9.986  13.474
H  -21.940  -11.464  15.006
H  -23.600  -10.899  14.697
H  -22.816  -11.911  13.528
H  -22.001  -9.279  14.108

Computed properties:
Multiplicity: 2
Total charge: +2
Expectation value of S²: 0.7541
Gap between HOMO and LUMO (alpha / beta): 6.14 / 2.32 eV
HOMO level (alpha / beta): -13.8634 / -13.8634 eV

[4]
Below is the molecule C30H46N4OS at a distorted geometry, with properties calculated with wB97M-V/def2-TZVPD.

Element x y z (Å)
C  -4.436  3.370  -4.196
C  -4.179  1.933  -3.451
C  -5.201  0.728  -3.888
C  -6.048  0.992  -5.264
C  -5.156  1.109  -6.630
C  -3.642  0.491  -6.541
C  -3.579  -1.143  -6.307
C  -2.352  -1.384  -5.201
C  -0.871  -0.961  -5.763
C  0.285  -0.789  -4.612
C  0.457  -2.104  -3.622
C  1.491  -3.243  -4.190
C  2.972  -3.251  -3.486
C  2.748  -3.486  -1.868
C  2.342  -4.923  -1.170
C  2.116  -4.963  0.453
C  2.296  -3.619  1.426
N  2.024  -3.770  2.895
C  2.190  -2.486  3.656
C  1.879  -2.453  5.292
C  3.217  -2.265  6.217
C  3.746  -0.727  6.393
C  2.587  0.429  6.368
C  1.805  0.652  7.805
C  1.875  2.287  8.153
C  1.074  3.184  6.991
S  0.595  4.865  7.664
C  1.174  6.264  6.549
N  0.220  7.145  5.716
N  0.894  8.140  5.002
C  2.388  7.954  5.340
O  2.519  6.804  6.275
C  2.666  -1.106  2.935
N  2.957  -0.894  1.474
C  2.728  -2.198  0.764
C  2.943  -2.183  -0.893
H  -5.559  3.686  -4.106
H  -4.050  3.311  -5.322
H  -3.700  4.151  -3.672
H  -3.086  1.550  -3.662
H  -4.259  2.024  -2.265
H  -6.008  0.646  -3.012
H  -4.624  -0.310  -3.859
H  -6.667  2.005  -5.170
H  -6.877  0.146  -5.400
H  -5.777  0.559  -7.487
H  -5.104  2.240  -6.962
H  -2.932  1.012  -5.769
H  -3.145  0.675  -7.611
H  -3.368  -1.751  -7.288
H  -4.587  -1.525  -5.845
H  -2.532  -0.829  -4.185
H  -2.319  -2.546  -4.985
H  -0.888  0.064  -6.372
H  -0.489  -1.782  -6.521
H  1.348  -0.601  -5.121
H  0.082  0.179  -3.948
H  -0.587  -2.656  -3.456
H  0.745  -1.670  -2.557
H  1.014  -4.314  -3.986
H  1.644  -3.083  -5.352
H  3.435  -2.172  -3.644
H  3.706  -4.034  -3.982
H  2.184  -5.871  -1.839
H  1.788  -6.002  0.934
H  0.989  -1.717  5.562
H  1.456  -3.542  5.538
H  4.093  -2.860  5.667
H  3.069  -2.846  7.250
H  4.635  -0.478  5.638
H  4.250  -0.670  7.473
H  1.787  0.323  5.522
H  3.152  1.458  6.152
H  0.648  0.449  7.593
H  2.225  0.009  8.689
H  3.015  2.580  8.037
H  1.453  2.533  9.232
H  1.728  3.301  6.003
H  0.081  2.633  6.635
H  3.262  8.633  4.932
H  2.781  -0.150  3.640
H  3.264  -1.155  -1.402

Computed properties:
Gap between HOMO and LUMO: 7.17 eV
HOMO level: -8.2480 eV

no.,energy (eV)
1,-42312.744
2,-59974.865
3,-72297.228
4,-50675.526